Molecular formula: C28H55N5PS
Method: DFT, ωB97M-V/def2-TZVPD

Atoms and positions in Å:
C 0.75195 -0.92131 0.36029
C 1.37386 0.45992 0.65706
P 1.68867 1.40663 -0.86920
C 2.32719 3.04290 -0.29702
C 2.80442 3.13131 1.16716
S -0.29658 2.09402 -1.53361
C -1.63821 1.10506 -0.80836
C -1.81301 1.05389 0.71726
C -1.44204 2.35541 1.42114
C -3.29026 0.66601 1.00828
H 0.17128 -0.92743 -0.56116
H 1.54512 -1.66304 0.25202
H 0.15589 -1.22785 1.21331
H 2.37128 0.34403 1.09270
H 0.79629 1.00223 1.40523
H 1.57303 3.81016 -0.47789
H 3.15714 3.27315 -0.96695
H 3.89234 3.10286 1.22695
H 2.38459 2.36827 1.81473
H 2.49686 4.09240 1.58422
H -0.45506 3.27077 -0.89857
H -2.53220 1.52934 -1.27212
H -1.50291 0.11720 -1.25338
H -1.20068 0.24188 1.10495
H -1.98128 3.20236 0.98853
H -1.71938 2.30047 2.47379
H -0.37223 2.57016 1.36323
H -3.87251 0.52504 0.09800
H -3.77009 1.42818 1.62241
H -3.32780 -0.26627 1.57284
C -1.19905 -4.99752 -0.21346
C 0.24366 -5.02145 0.27237
C 0.34819 -5.06820 1.80410
C -0.29757 -3.87468 2.35177
N -0.83533 -2.95363 2.78317
H -1.73355 -4.13688 0.19473
H -1.22074 -4.91575 -1.29659
H -1.73575 -5.90061 0.08072
H 0.75686 -4.12059 -0.07209
H 0.77095 -5.87112 -0.16257
H 1.38834 -5.07616 2.13077
H -0.13962 -5.95402 2.21095
C -2.30064 -0.38379 4.72454
C -3.52050 -1.27517 4.91296
C -4.62614 -0.60545 5.73776
C -4.15284 -0.25058 7.07488
N -3.74463 0.02211 8.11345
H -1.83819 -0.13980 5.68176
H -1.56006 -0.89400 4.11465
H -2.57143 0.55616 4.23365
H -3.21872 -2.20281 5.40048
H -3.93306 -1.55024 3.94036
H -5.48553 -1.26757 5.84457
H -4.97027 0.30766 5.24857
C -2.54112 -2.43232 -4.52317
C -2.36467 -3.43608 -5.65448
C -2.30095 -4.87597 -5.13139
C -1.16699 -5.03669 -4.22092
N -0.26608 -5.16226 -3.51559
H -1.70356 -2.47925 -3.83170
H -2.58573 -1.41432 -4.90722
H -3.46013 -2.62634 -3.96467
H -1.44775 -3.21629 -6.20392
H -3.18796 -3.35429 -6.36470
H -2.18666 -5.59377 -5.94373
H -3.21336 -5.12783 -4.58861
C 4.11524 -1.65801 -3.54818
C 3.39334 -2.34288 -2.39436
C 2.02448 -2.90894 -2.79453
C 1.12095 -1.84962 -3.24007
N 0.42584 -1.00003 -3.58579
H 3.55113 -0.79889 -3.91462
H 5.09565 -1.30158 -3.23273
H 4.26221 -2.34618 -4.38145
H 3.26512 -1.63575 -1.57222
H 4.00219 -3.16625 -2.01693
H 1.54805 -3.40868 -1.95150
H 2.12671 -3.64850 -3.58820
C 3.11298 8.90503 1.26806
C 3.70658 7.51243 1.09541
C 3.60580 6.99703 -0.34599
C 2.21471 6.89901 -0.78937
N 1.11216 6.79773 -1.09959
H 2.04674 8.91416 1.03900
H 3.23365 9.24758 2.29461
H 3.60627 9.62535 0.61397
H 3.20348 6.81141 1.76507
H 4.75982 7.52265 1.37876
H 4.05961 6.00901 -0.43802
H 4.13222 7.66571 -1.02858

## Properties
HOMO energy = -12.73 eV
lowest unoccupied orbital energy = -2.699 eV
net charge = +1
electronic energy = -2112.9212 a.u.

Taken from the Löwdin analysis, the atomic charges in e are: -0.152, -0.453, 0.859, -0.452, -0.126, 0.876, -0.400, -0.440, -0.077, -0.036, 0.041, 0.068, 0.042, 0.090, 0.054, 0.033, 0.067, 0.081, 0.046, 0.071, -0.034, 0.093, 0.080, 0.087, 0.096, 0.086, 0.050, 0.078, 0.084, 0.075, -0.099, -0.254, -0.166, -0.214, 0.173, 0.067, 0.028, 0.084, 0.075, 0.116, 0.121, 0.127, -0.118, -0.261, -0.191, -0.241, 0.150, 0.075, 0.027, 0.060, 0.114, 0.098, 0.118, 0.117, -0.120, -0.249, -0.175, -0.204, 0.171, 0.028, 0.073, 0.078, 0.113, 0.111, 0.123, 0.124, -0.101, -0.255, -0.192, -0.231, 0.165, 0.070, 0.075, 0.081, 0.084, 0.114, 0.082, 0.115, -0.102, -0.259, -0.189, -0.244, 0.144, 0.073, 0.077, 0.081, 0.102, 0.111, 0.107, 0.125